This record from the OMol25 dataset describes 8 unconnected molecules or ions with the total composition C34H52NO25. The level of theory is ωB97M-V with the def2-TZVPD basis set.

Results
charge: -1
highest occupied orbital energy: -4.063 eV
energy above the lowest of the compared OMol25 structures with the same formula, charge and spin: 14.8 kcal/mol
total energy: -88782.6905 eV
E_LUMO: 1.5 eV

CARTESIAN COORDINATES (ANGSTROEM)
C -3.038 1.557 3.784
C -2.160 1.071 2.608
O -1.331 0.243 2.836
O -2.394 1.626 1.408
C -1.744 0.941 0.324
C -2.388 1.235 -1.056
N -2.539 2.639 -1.398
C -1.290 3.412 -1.279
C -0.094 2.845 -2.088
O 1.023 3.288 -1.780
O -0.222 2.021 -3.028
H -2.794 2.599 4.059
H -2.844 0.960 4.693
H -4.111 1.417 3.575
H -1.711 -0.161 0.446
H -0.679 1.255 0.289
H -3.423 0.813 -1.015
H -1.861 0.659 -1.837
H -3.307 3.073 -0.899
H -1.504 4.418 -1.703
H -1.046 3.575 -0.208
C -6.649 4.099 8.264
C -5.739 3.496 7.217
C -5.909 2.012 7.052
O -4.609 1.591 6.630
C -3.722 2.494 7.137
O -2.545 2.346 7.161
O -4.367 3.596 7.612
H -6.604 5.189 8.219
H -7.685 3.793 8.112
H -6.333 3.813 9.268
H -5.860 4.017 6.263
H -6.655 1.762 6.304
H -6.151 1.495 7.984
C -4.942 -2.682 10.254
C -6.169 -2.677 9.371
C -5.865 -2.872 7.909
O -6.934 -2.162 7.277
C -7.331 -1.192 8.139
O -8.049 -0.288 7.852
O -6.800 -1.388 9.374
H -5.234 -2.709 11.305
H -4.313 -3.550 10.052
H -4.356 -1.772 10.114
H -6.896 -3.413 9.726
H -5.871 -3.920 7.615
H -4.918 -2.421 7.599
C 1.776 0.385 -5.557
C 1.769 -1.075 -5.191
C 1.657 -1.318 -3.712
O 2.353 -2.570 -3.558
C 3.259 -2.645 -4.561
O 4.144 -3.448 -4.614
O 3.032 -1.699 -5.502
H 1.687 0.503 -6.640
H 0.946 0.916 -5.083
H 2.714 0.858 -5.270
H 0.985 -1.605 -5.742
H 0.626 -1.404 -3.378
H 2.163 -0.561 -3.109
C 7.409 0.528 -3.196
C 6.416 0.340 -4.320
C 7.054 0.269 -5.681
O 6.028 0.789 -6.529
C 5.275 1.632 -5.769
O 4.470 2.393 -6.201
O 5.562 1.485 -4.450
H 6.914 0.402 -2.231
H 8.223 -0.194 -3.261
H 7.823 1.534 -3.206
H 5.787 -0.535 -4.131
H 7.312 -0.749 -5.970
H 7.940 0.904 -5.777
C 10.521 3.897 -7.356
C 11.014 3.616 -5.954
C 12.212 2.704 -5.902
O 12.052 2.055 -4.639
C 10.719 2.045 -4.365
O 10.208 1.406 -3.505
O 10.044 2.872 -5.208
H 9.769 4.687 -7.339
H 11.337 4.214 -8.006
H 10.040 3.016 -7.784
H 11.207 4.553 -5.424
H 13.155 3.248 -5.938
H 12.211 1.942 -6.687
C -9.965 1.051 2.246
C -8.487 0.861 2.507
C -8.144 0.716 3.966
O -6.817 1.245 4.025
C -6.703 2.147 3.005
O -5.815 2.923 2.882
O -7.748 2.032 2.141
H -10.170 0.978 1.176
H -10.558 0.293 2.760
H -10.293 2.042 2.563
H -8.103 0.019 1.924
H -8.159 -0.320 4.299
H -8.784 1.310 4.625
C 2.919 -6.158 -5.324
C 2.905 -7.625 -4.958
C 2.798 -7.876 -3.478
O 3.481 -9.125 -3.328
C 4.388 -9.206 -4.338
O 5.263 -10.009 -4.397
O 4.158 -8.249 -5.276
H 2.826 -6.040 -6.405
H 2.096 -5.622 -4.849
H 3.860 -5.691 -5.039
H 2.116 -8.147 -5.507
H 1.767 -7.959 -3.140
H 3.312 -7.124 -2.873